ORCA calculation (ωB97M-V/def2-TZVPD) on a cluster of 2 separate species, C3H9N3 in total in a non-equilibrium geometry.

As for the HOMO energy: -8.12 eV. Its SMILES is [H]/N=C/N.C=CN. As for the largest force on an atom: 0.0502 Eh/bohr. Its gap between HOMO and LUMO is 9.1 eV.

Each atom is followed by the atoms it is bonded to, with distances in Å.
Positions of all 15 atoms, in Å:
1 H 1.81 -1.60 1.02  N2 1.015
2 N 1.96 -1.35 0.04  H1 1.015, C3 1.271
3 C 1.39 -2.14 -0.76  N2 1.271, N4 1.402, H5 1.089
4 N 1.68 -2.34 -2.12  C3 1.402, H6 1.023, H7 1.019
5 H 0.66 -2.78 -0.28  C3 1.089
6 H 2.64 -2.68 -2.15  N4 1.023
7 H 1.81 -1.51 -2.70  N4 1.019
8 C -2.68 1.20 0.76  C9 1.344, H11 1.084, H12 1.084
9 C -1.65 2.03 0.51  C8 1.344, N10 1.410, H13 1.085
10 N -0.90 2.64 1.54  C9 1.410, H14 0.998, H15 0.999
11 H -2.91 0.41 0.06  C8 1.084
12 H -3.35 1.37 1.60  C8 1.084
13 H -1.08 2.11 -0.41  C9 1.085
14 H -0.75 2.13 2.38  N10 0.998
15 H -0.12 3.17 1.21  N10 0.999

So, what does the Löwdin scheme give us? The charges, in e, come out as:
1. H 0.034
2. N 0.070
3. C -0.376
4. N 0.019
5. H 0.097
6. H 0.080
7. H 0.077
8. C -0.039
9. C -0.285
10. N 0.017
11. H 0.034
12. H 0.042
13. H 0.093
14. H 0.073
15. H 0.064